The following is a DFT calculation (ωB97M-V with the def2-TZVPD basis set) of a 8-piece molecular cluster, C4H22NO9 overall.

- multiplicity = 2
- HOMO level (spin up / spin down) (eV) = -10.88 / -10.87
- largest force on an atom (hartree/bohr) = 0.08363
- relative energy (zero: lowest compared OMol25 entry of this formula, charge and spin) (kcal per mole) = 7.3
- calculated total energy (hartree) = -897.440282
- orbital gap (spin up / spin down) (eV) = 10.8 / 6.2

```
36
C4H22NO9 | the OMol25 dataset | ωB97M-V with the def2-TZVPD basis set
C -1.26097 1.45049 1.34849
C -1.84184 0.33833 0.52878
N -0.96441 -0.40759 -0.40586
C -0.40573 0.23168 -1.60540
C 0.91287 0.83872 -1.12782
O 1.83947 0.01495 -0.89194
O 0.97615 2.06315 -0.98723
H -0.71261 2.15625 0.71387
H -0.52618 1.06696 2.05276
H -2.04705 1.99089 1.89756
H -2.40277 -0.42668 1.06847
H -2.55505 0.90878 -0.11094
H -0.20969 -0.72442 0.21306
H -1.17196 0.85999 -2.13731
H -0.29043 -0.62873 -2.33571
H 4.32331 -0.52553 -0.41890
H 3.40029 0.62426 -0.70434
O 4.36343 0.42352 -0.58348
H -0.57249 2.66865 -1.62844
H -0.64104 4.13669 -1.79436
O -1.10185 3.34647 -2.09832
H 0.94424 -3.20886 -0.83889
H 1.65831 -1.92242 -0.84765
O 1.66234 -2.78472 -0.34145
H 1.85396 2.14469 0.88203
H 3.22699 1.56092 1.20600
O 2.40447 1.86750 1.63234
H -1.08681 -2.17147 1.11095
H -0.70657 -3.50338 1.60587
O -1.38012 -3.08588 1.05311
H -3.69356 -1.60895 0.05391
H -3.66650 -2.86455 -0.68671
O -4.30685 -2.22116 -0.35529
H 1.63132 -0.22912 1.91850
H 1.35671 -1.47792 0.95971
O 0.99058 -0.90152 1.65463
```

Mulliken analysis output, partial charges in e: atom 1 (C): -1.17, atom 2 (C): -0.34, atom 3 (N): 0.46, atom 4 (C): -1.18, atom 5 (C): 1.24, atom 6 (O): -0.79, atom 7 (O): -0.66, atom 8 (H): 0.23, atom 9 (H): 0.30, atom 10 (H): 0.41, atom 11 (H): 0.47, atom 12 (H): 0.45, atom 13 (H): -0.07, atom 14 (H): 0.45, atom 15 (H): 0.28, atom 16 (H): 0.30, atom 17 (H): 0.41, atom 18 (O): -0.71, atom 19 (H): 0.26, atom 20 (H): 0.31, atom 21 (O): -0.70, atom 22 (H): 0.35, atom 23 (H): 0.36, atom 24 (O): -0.68, atom 25 (H): 0.29, atom 26 (H): 0.37, atom 27 (O): -0.67, atom 28 (H): 0.31, atom 29 (H): 0.30, atom 30 (O): -0.61, atom 31 (H): 0.31, atom 32 (H): 0.31, atom 33 (O): -0.66, atom 34 (H): 0.34, atom 35 (H): 0.33, atom 36 (O): -0.61